(1)
{
  "formula": "C25H18Cl2F3N4Tm",
  "method": "the ωB97M-V functional and the def2-TZVPD basis",
  "energy_ev": -94894.8807,
  "total_charge": 2,
  "lumo_energy_ev": [-6.132, -6.115],
  "largest_force_ev_per_a": 0.45,
  "homo_lumo_gap_ev": [6.864, 6.891],
  "de_lowest_kj_mol": 4.4,
  "spin_multiplicity": 3,
  "symbols": ["Tm", "C", "C", "N", "C", "C", "C", "C", "C", "C", "C", "N", "C", "C", "C", "C", "C", "C", "C", "C", "N", "C", "H", "H", "H", "H", "H", "H", "H", "H", "H", "H", "H", "H", "Cl", "C", "Cl", "H", "H", "F", "C", "F", "F", "C", "C", "C", "N", "C", "C", "H", "H", "H", "H"],
  "positions_angstrom": [[1.69986, -0.25061, -0.20238], [0.93820, -1.71376, 4.10748], [1.62428, -1.32712, 2.95251], [1.06032, -0.60936, 1.99369], [-0.25266, -0.21069, 2.11031], [-1.03329, -0.65153, 3.19583], [-0.39244, -1.39856, 4.20812], [-2.41162, -0.32931, 3.23596], [-2.95311, 0.39494, 2.21460], [-2.16042, 0.88996, 1.15458], [-0.80380, 0.65864, 1.09883], [0.10861, 1.11868, 0.13852], [-0.03976, 2.22962, -0.69978], [-1.00793, 3.20536, -0.66012], [-1.00025, 4.29666, -1.55962], [-0.01924, 4.44962, -2.49150], [1.03606, 3.50517, -2.53663], [2.15084, 3.65591, -3.38620], [3.19683, 2.76860, -3.33404], [3.10828, 1.69698, -2.44626], [2.05940, 1.50018, -1.65682], [1.02216, 2.40387, -1.65908], [1.44939, -2.27124, 4.87804], [2.66414, -1.60591, 2.81720], [-0.96575, -1.71377, 5.07081], [-3.01327, -0.66777, 4.06824], [-4.01024, 0.62355, 2.21719], [-2.64921, 1.46041, 0.38056], [-1.78085, 3.18473, 0.09077], [-1.79332, 5.02794, -1.48553], [-0.01077, 5.28846, -3.17317], [2.18293, 4.49798, -4.06622], [4.07135, 2.88291, -3.95695], [3.91937, 0.97877, -2.38130], [4.31639, 0.03647, 0.63957], [4.78386, -1.54521, -0.07725], [3.42796, -2.25414, -1.02170], [5.02474, -2.22529, 0.73099], [5.60970, -1.37644, -0.75839], [-4.82845, -2.31926, -0.71450], [-3.93551, -3.27228, -0.43990], [-4.11338, -3.66587, 0.82540], [-4.16565, -4.31408, -1.24133], [-2.51949, -2.76480, -0.64284], [-2.26997, -1.68980, -1.48081], [-0.96505, -1.25507, -1.60540], [0.06184, -1.82331, -0.95451], [-0.19255, -2.89676, -0.18660], [-1.46471, -3.39803, -0.00192], [-3.06691, -1.18678, -2.00910], [-0.73095, -0.40391, -2.23513], [0.65947, -3.35983, 0.29874], [-1.62544, -4.25495, 0.63704]],
  "atomic_forces_ev_per_a": [[-0.3, -0.2, 0.0], [0.0, -0.1, -0.1], [-0.2, 0.1, 0.1], [0.1, 0.2, 0.0], [0.1, 0.1, 0.0], [-0.2, 0.0, 0.0], [0.1, 0.0, 0.0], [0.0, 0.0, 0.0], [0.0, 0.0, 0.0], [0.0, 0.0, 0.1], [0.1, 0.1, 0.0], [-0.1, 0.0, 0.0], [0.1, 0.0, 0.0], [0.0, 0.0, 0.0], [0.0, 0.0, 0.0], [0.0, -0.1, 0.0], [0.0, 0.1, 0.0], [0.0, 0.0, 0.0], [-0.1, 0.0, 0.0], [-0.2, 0.1, -0.1], [-0.2, 0.0, 0.2], [-0.1, 0.0, 0.1], [0.0, 0.0, 0.0], [0.0, 0.0, 0.0], [0.0, 0.0, 0.0], [0.0, 0.0, 0.0], [0.0, 0.0, 0.0], [0.0, 0.0, 0.0], [0.0, 0.0, 0.0], [0.0, 0.0, 0.0], [0.0, 0.0, 0.0], [0.0, 0.0, 0.0], [0.0, 0.0, 0.0], [0.0, 0.0, 0.0], [0.3, -0.3, 0.0], [0.0, 0.0, -0.1], [0.4, -0.1, 0.1], [0.0, 0.0, 0.0], [0.0, 0.0, 0.0], [0.0, 0.0, 0.0], [0.0, 0.0, 0.0], [0.0, 0.0, 0.0], [0.0, 0.0, 0.0], [0.0, 0.0, 0.0], [0.1, -0.1, 0.0], [-0.1, 0.1, -0.1], [0.0, 0.0, 0.1], [0.0, 0.0, 0.0], [0.1, 0.0, 0.0], [0.0, 0.0, 0.0], [0.0, 0.0, 0.0], [0.0, 0.0, 0.0], [0.0, 0.0, 0.0]]
}

***

(2)
{
  "formula": "C25H18F10N14OTi",
  "method": "the ωB97M-V functional and the def2-TZVPD basis",
  "energy_ev": -99414.8501,
  "lumo_energy_ev": -1.269,
  "largest_force_ev_per_a": 2.74,
  "homo_lumo_gap_ev": 7.208,
  "de_lowest_kj_mol": 119.5,
  "symbols": ["Ti", "C", "N", "C", "C", "N", "C", "C", "F", "C", "F", "C", "F", "C", "F", "C", "F", "C", "C", "N", "C", "C", "F", "C", "F", "C", "F", "C", "F", "C", "F", "H", "H", "H", "H", "H", "H", "H", "H", "H", "H", "H", "N", "C", "N", "N", "N", "N", "C", "N", "N", "N", "N", "H", "N", "C", "O", "C", "C", "C", "N", "C", "C", "H", "H", "H", "H", "H", "H"],
  "positions_angstrom": [[0.26763, -0.19041, 0.17170], [-0.42160, -0.24894, -3.13338], [0.60449, -0.45989, -2.11468], [1.24931, -1.74944, -2.34050], [2.25357, -2.02294, -1.21583], [1.83556, -1.39276, 0.03227], [2.79576, -1.36345, 1.00240], [2.40660, -1.63901, 2.32781], [1.08198, -1.90434, 2.50033], [3.27301, -1.68038, 3.40133], [2.81902, -1.99263, 4.61606], [4.63061, -1.44074, 3.19114], [5.49534, -1.52726, 4.20539], [5.06073, -1.12107, 1.90611], [6.34629, -0.84900, 1.67971], [4.17020, -1.08046, 0.84477], [4.65897, -0.71751, -0.35870], [1.59475, 0.61950, -2.20150], [0.97205, 1.92311, -1.70308], [-0.05222, 1.58551, -0.72971], [-0.54108, 2.58096, 0.04636], [-1.76639, 2.31837, 0.70402], [-2.37961, 1.16002, 0.30727], [-2.34258, 3.12707, 1.65985], [-3.49412, 2.78294, 2.24105], [-1.70912, 4.32433, 1.99127], [-2.20419, 5.11338, 2.95115], [-0.56705, 4.69705, 1.28680], [0.00713, 5.87319, 1.54866], [-0.00913, 3.86742, 0.32239], [1.06813, 4.34471, -0.33104], [0.03241, -0.11347, -4.12479], [-1.01079, 0.63411, -2.89025], [-1.08459, -1.11330, -3.18388], [1.76785, -1.76642, -3.31474], [0.47404, -2.52366, -2.36736], [3.24501, -1.68826, -1.53696], [2.31872, -3.11093, -1.05256], [1.95839, 0.73008, -3.23519], [2.43873, 0.39126, -1.54677], [0.51950, 2.49337, -2.52753], [1.77774, 2.53050, -1.27621], [0.15967, 1.21435, 3.39870], [-0.78480, 0.30604, 3.01566], [-1.79943, -0.11066, 3.75263], [-2.45138, -0.97009, 2.98802], [-1.89558, -1.09273, 1.85380], [-0.81338, -0.28736, 1.79293], [1.22300, 1.46259, 2.58593], [2.25561, 2.25802, 2.82003], [2.99861, 2.19091, 1.72796], [2.47917, 1.41935, 0.85605], [1.33514, 0.91236, 1.35121], [0.13267, 1.58374, 4.33778], [-4.25961, -5.05116, -2.47945], [-3.26411, -5.27927, -1.59648], [-2.90775, -6.39393, -1.28772], [-2.55004, -4.05679, -1.08296], [-1.38778, -4.26147, -0.34345], [-0.60745, -3.17596, 0.01441], [-0.92941, -1.91974, -0.29499], [-2.09626, -1.71077, -0.90168], [-2.92640, -2.73648, -1.32047], [-4.75994, -5.84568, -2.83997], [-4.62017, -4.13496, -2.67661], [-1.10799, -5.27331, -0.09089], [0.31519, -3.31949, 0.56373], [-2.38974, -0.67866, -1.05157], [-3.84376, -2.48117, -1.82445]],
  "atomic_forces_ev_per_a": [[0.3, -0.1, -2.7], [-0.4, 0.1, -0.1], [0.3, -0.1, -0.1], [0.3, -0.5, 0.2], [0.0, -0.4, -0.4], [-0.6, 0.8, -1.0], [1.5, -0.5, 1.6], [-0.3, -0.2, -0.6], [1.0, -0.2, 0.5], [0.1, 0.0, -0.1], [0.1, 0.1, -0.1], [-0.2, 0.0, -0.2], [-0.2, 0.1, -0.2], [0.0, -0.1, 0.2], [-0.1, 0.0, 0.1], [-0.6, -0.1, -0.1], [0.0, 0.0, 0.3], [0.2, 0.6, -0.1], [0.1, 0.2, -0.5], [0.6, -1.1, -0.6], [-1.0, 1.6, 1.1], [0.3, -0.5, -0.7], [-0.3, 0.9, 0.4], [0.0, 0.1, 0.0], [0.3, 0.1, -0.1], [0.1, -0.1, -0.2], [0.1, -0.2, -0.3], [-0.3, 0.0, 0.2], [-0.1, -0.2, 0.0], [0.0, -0.6, -0.2], [-0.2, -0.1, 0.3], [0.0, 0.0, 0.1], [0.0, 0.0, 0.0], [0.1, 0.0, 0.0], [-0.1, 0.0, 0.2], [0.1, 0.2, 0.0], [-0.2, -0.1, 0.1], [0.1, 0.1, -0.2], [0.0, -0.1, 0.2], [-0.1, -0.1, -0.2], [0.1, 0.0, 0.1], [-0.2, -0.2, -0.1], [0.0, -0.1, 0.1], [-0.5, -0.4, -0.2], [0.9, 1.0, 0.6], [-0.5, -0.5, -0.2], [-0.9, -0.6, -0.1], [-0.4, 0.4, 1.8], [0.5, 0.0, -0.7], [-0.9, -0.1, 1.0], [0.6, 0.2, -0.5], [0.5, 0.1, -0.7], [0.5, 1.0, 2.3], [0.0, 0.0, -0.1], [-0.3, 0.1, -0.2], [-0.1, 0.0, -0.1], [0.1, -0.1, 0.2], [0.5, 0.4, 0.4], [-0.2, 0.1, -0.2], [0.1, -0.4, 0.1], [-0.5, -0.5, -0.3], [-0.4, 0.0, -0.2], [0.2, -0.2, 0.0], [0.0, 0.0, 0.0], [0.1, -0.1, 0.0], [0.1, 0.0, 0.0], [-0.1, 0.1, -0.1], [0.0, 0.0, 0.0], [-0.1, 0.1, 0.0]]
}